Version i
# C2H3ClFP

A cluster of 2 separate species, C2H3ClFP in total (the ωB97M-V functional and the def2-TZVPD basis, the Open Molecules 2025 dataset).

Geometry as ORCA input:
```
! RIJCOSX wB97M-V def2-TZVPD def2/J DEFGRID3
* xyz 0 1
C 0.682 -0.920 0.089
C 0.906 0.347 -0.315
F -2.561 0.256 -0.523
P -2.484 0.768 1.030
Cl 1.301 1.674 0.784
H 0.507 -1.615 -0.716
H 0.610 -1.315 0.958
H 1.039 0.806 -1.307
*
```

The calculation puts the HOMO energy (spin up / spin down) at -8.5 / -8.5 eV. The calculation puts the LUMO energy (spin up / spin down) at -1.12 / -1.14 eV.

***

Version ii
# C2H3ClFP

The molecule C2H3ClFP (the ωB97M-V functional and the def2-TZVPD basis, the Open Molecules 2025 dataset).

Geometry as ORCA input:
```
! RIJCOSX wB97M-V def2-TZVPD def2/J DEFGRID3
* xyz 0 1
C -0.292 -0.976 0.044
C 1.159 2.187 -0.619
F 1.162 -0.281 -2.040
P 0.685 0.234 -0.543
Cl 2.704 2.539 -1.291
H -0.915 -0.983 0.889
H -0.487 -1.690 -0.839
H 0.959 2.696 0.336
*
```

The calculation puts the HOMO energy (spin up / spin down) at -8.1 / -8.1 eV. The calculation puts the LUMO energy (spin up / spin down) at -0.49 / -0.49 eV.

***

Most stable structure - version i; separation to the second - 9.3 kcal/mol.

***

Version i
# C9H11PS

A structure of composition C9H11PS (the ωB97M-V functional and the def2-TZVPD basis, the Open Molecules 2025 dataset).

Geometry as ORCA input:
```
! RIJCOSX wB97M-V def2-TZVPD def2/J DEFGRID3
* xyz 0 1
C -2.355 -0.308 0.539
C -1.729 0.865 0.663
C 0.573 1.968 0.967
C -0.426 -1.713 0.357
C 1.647 1.659 0.276
C 0.418 -0.688 0.326
C -1.757 -1.566 1.022
C -0.405 0.859 1.236
C 2.694 0.101 -1.888
P 2.017 -0.046 -0.109
S 3.267 -0.740 1.182
H -3.346 -0.293 0.255
H -2.138 1.840 0.425
H 0.327 2.955 1.288
H -0.176 -2.719 0.180
H 2.541 2.278 -0.120
H -1.630 -1.400 2.068
H -2.370 -2.399 0.662
H -0.201 0.511 2.197
H 2.087 -0.241 -2.689
H 3.066 1.118 -2.003
H 3.542 -0.553 -1.950
*
```

The calculation puts the HOMO energy at -8.1 eV. The calculation puts the LUMO energy at 0.69 eV.

***

Version ii
# C9H11PS

The molecule C9H11PS (the ωB97M-V functional and the def2-TZVPD basis, the Open Molecules 2025 dataset).

Geometry as ORCA input:
```
! RIJCOSX wB97M-V def2-TZVPD def2/J DEFGRID3
* xyz 0 1
C 1.041 1.817 0.794
C -0.092 0.935 0.869
C -0.428 0.398 -0.299
C 1.569 1.909 -0.415
C -0.664 -2.072 -0.571
C -0.434 -2.506 0.879
C -2.422 -0.933 0.720
C -1.434 -0.742 -0.528
C 2.639 2.799 -0.842
P -1.325 -1.295 2.154
S 0.720 0.919 -1.550
H 1.201 2.598 1.510
H 0.395 -2.054 -1.171
H -1.215 -2.908 -1.065
H -0.749 -3.498 1.132
H 0.658 -2.261 1.094
H -3.021 -0.023 0.968
H -3.134 -1.762 0.747
H -2.034 -0.506 -1.496
H 3.399 2.268 -1.373
H 2.245 3.627 -1.524
H 3.086 3.288 -0.035
*
```

The calculation puts the HOMO energy (spin up / spin down) at -8.0 / -8.6 eV. The calculation puts the LUMO energy (spin up / spin down) at -0.75 / -0.58 eV.

***

Most stable structure - version i; separation to the second - 19.9 kcal/mol.

***

Version i
# C2H7O2

A structure of composition C2H7O2 (the ωB97M-V functional and the def2-TZVPD basis, the Open Molecules 2025 dataset).

Geometry as ORCA input:
```
! RIJCOSX wB97M-V def2-TZVPD def2/J DEFGRID3
* xyz -1 1
O 1.238 -1.020 -1.967
H 0.315 -1.305 -2.032
C 0.411 0.410 0.829
O 0.876 -0.832 0.453
C -1.070 0.561 0.293
H 1.068 1.207 0.480
H 0.297 0.442 1.932
H 1.073 -1.039 -0.676
H -1.365 -0.379 0.766
H -1.169 0.583 -0.788
H -1.674 1.372 0.708
*
```

The calculation puts the HOMO energy at -3.5 eV. The calculation puts the LUMO energy at 4.51 eV.

***

Version ii
# C2H7O2

A cluster of 2 separate species, C2H7O2 in total (the ωB97M-V functional and the def2-TZVPD basis, the Open Molecules 2025 dataset).

Geometry as ORCA input:
```
! RIJCOSX wB97M-V def2-TZVPD def2/J DEFGRID3
* xyz -1 1
C -0.278 -0.231 0.801
O 0.556 -1.162 0.212
C -1.330 0.272 -0.178
H 0.342 0.715 0.984
H -0.750 -0.527 1.763
H -1.975 -0.417 -0.428
H -0.836 0.630 -1.103
H -1.872 1.192 0.194
H 2.456 0.151 -1.436
H 1.217 -0.560 -0.326
O 2.470 -0.064 -0.483
*
```

The calculation puts the HOMO energy at -3.2 eV. The calculation puts the LUMO energy at 4.48 eV.

***

Most stable structure - version i; separation to the second - 8.7 kcal/mol.

***

Version i
# C2H4S

A structure of composition C2H4S (the ωB97M-V functional and the def2-TZVPD basis, the Open Molecules 2025 dataset).

Geometry as ORCA input:
```
! RIJCOSX wB97M-V def2-TZVPD def2/J DEFGRID3
* xyz 0 1
C -0.208 1.343 -0.338
C -1.037 0.748 0.766
S 0.291 1.766 1.201
H 1.889 -0.431 0.861
H 2.248 -0.982 1.316
H -2.135 1.066 0.639
H -0.834 -0.292 1.024
*
```

The calculation puts the HOMO energy at -9.6 eV. The calculation puts the LUMO energy at -0.29 eV.

***

Version ii
# C2H4S

The molecule C2H4S (the ωB97M-V functional and the def2-TZVPD basis, the Open Molecules 2025 dataset).

Geometry as ORCA input:
```
! RIJCOSX wB97M-V def2-TZVPD def2/J DEFGRID3
* xyz 0 1
C -0.309 1.247 1.184
C 0.262 -1.142 -1.183
S -0.602 -0.213 0.228
H -1.069 1.834 1.625
H 0.667 1.614 0.736
H -0.252 -2.116 -1.076
H 1.303 -1.225 -1.513
*
```

The calculation puts the HOMO energy (spin up / spin down) at -8.5 / -8.1 eV. The calculation puts the LUMO energy (spin up / spin down) at -0.14 / -0.28 eV.

***

Most stable structure - version i; separation to the second - 1.5 kcal/mol.